(1)
Density functional theory data (ωB97M-V with the def2-TZVPD basis set) for a cluster of 7 separate species, C2H16O6 in total.

Last columns: bonded neighbours and bond lengths (Å).
Geometry (Å):
1 C 1.62 -0.21 -2.02  C2 1.319, H3 1.084, H4 1.070
2 C 0.46 0.42 -2.08  C1 1.319, H5 1.084, H6 1.089
3 H 2.54 0.36 -2.07  C1 1.084
4 H 1.73 -1.22 -1.68  C1 1.070
5 H 0.27 1.46 -2.34  C2 1.084
6 H -0.50 -0.07 -1.96  C2 1.089
7 H -1.03 1.03 1.45  O9 0.966
8 H -1.34 0.32 2.77  O9 0.933
9 O -0.64 0.63 2.24  H7 0.966, H8 0.933
10 H -2.16 1.45 -0.60  O12 0.964
11 H -0.80 2.05 -0.14  O12 0.965
12 O -1.74 2.05 0.03  H10 0.964, H11 0.965
13 H 2.28 -1.13 2.14  O15 0.950
14 H 0.79 -0.39 1.74  O15 0.947
15 O 1.71 -0.60 1.60  H13 0.950, H14 0.947
16 H -1.95 -1.72 -0.78  O18 0.973
17 H -3.30 -1.22 -0.49  O18 0.968
18 O -2.39 -0.89 -0.54  H16 0.973, H17 0.968
19 H 1.94 1.23 0.28  O21 0.957
20 H 1.40 2.36 1.12  O21 0.961
21 O 1.91 2.19 0.33  H19 0.957, H20 0.961
22 H -0.33 -2.00 0.73  O24 0.963
23 H 0.15 -3.27 -0.04  O24 0.950
24 O -0.61 -2.82 0.30  H22 0.963, H23 0.950

Properties
LUMO energy = 0.35 eV
HOMO-LUMO gap = 0.3876 Ha
Structure (SMILES) = C=C.O.O.O.O.O.O
HOMO level = -10.19 eV
Energy above the lowest of the compared OMol25 structures with the same formula, charge and spin = 30.5 kcal per mole
Spin multiplicity = 1

natural (NBO) atomic charge list, values in e, 5 entries:
1. C -0.3876
2. C -0.3977
3. H 0.1979
4. H 0.1927
5. H 0.1976

(2)
Density functional theory data (ωB97M-V with the def2-TZVPD basis set) for a cluster of 6 separate species, C2H17NO5 in total.

Last columns: bonded neighbours and bond lengths (Å).
Geometry (Å):
1 C -1.27 -2.19 2.08  C2 1.541, H4 1.093, H5 1.094, H6 1.075
2 C -0.15 -1.22 2.49  C1 1.541, N3 1.437, H7 1.098, H8 1.091
3 N 0.57 -0.68 1.38  C2 1.437, H9 1.037, H10 1.025
4 H -1.28 -2.48 1.02  C1 1.093
5 H -1.15 -3.14 2.62  C1 1.094
6 H -2.29 -1.87 2.21  C1 1.075
7 H -0.71 -0.42 3.00  C2 1.098
8 H 0.62 -1.57 3.19  C2 1.091
9 H 0.05 -0.26 0.58  N3 1.037
10 H 1.23 -1.38 1.01  N3 1.025
11 H -0.16 1.77 0.25  O13 0.974
12 H 0.43 1.64 -1.15  O13 0.978
13 O -0.38 1.43 -0.64  H11 0.974, H12 0.978
14 H -1.69 0.40 -1.36  O16 0.970
15 H -2.98 -0.23 -1.98  O16 0.960
16 O -2.05 -0.37 -1.83  H14 0.970, H15 0.960
17 H 0.94 -0.69 -2.77  O19 0.962
18 H 0.86 -0.79 -4.29  O19 0.961
19 O 1.46 -0.58 -3.58  H17 0.962, H18 0.961
20 H 1.69 1.53 -2.72  O22 0.983
21 H 1.89 2.96 -2.72  O22 0.966
22 O 1.89 2.24 -2.08  H20 0.983, H21 0.966
23 H 0.41 1.32 1.86  O25 0.965
24 H 1.52 2.29 1.66  O25 0.972
25 O 0.56 2.27 1.78  H23 0.965, H24 0.972

Properties
Net charge = +1
LUMO energy (alpha / beta) = -3.50 / -9.09 eV
HOMO-LUMO gap (alpha / beta) = 0.3939 / 0.1882 Ha
HOMO level (alpha / beta) = -14.22 / -14.21 eV
Energy above the lowest of the compared OMol25 structures with the same formula, charge and spin = 0.5 kcal per mole
Spin multiplicity = 2

natural (NBO) atomic charge list, values in e, 5 entries:
1. C -0.6125
2. C -0.2964
3. N -0.3052
4. H 0.2527
5. H 0.2732

| no. | E_tot (eV) |
| --- | --- |
| 1 | -14617.863 |
| 2 | -14068.326 |